DFT (ωB97M-V/def2-TZVPD) results for a molecular structure, C23H40CoN4O5 at a distorted geometry.

Kohn-Sham gap (alpha / beta)   4.626 / 6.985 eV
E_tot   -78316.7754 eV
Maximum force   5.18 eV/A
Energy above the lowest of the compared OMol25 structures with the same formula, charge and spin   0.00 kJ/mol

ORCA input file:
```
! RIJCOSX wB97M-V def2-TZVPD def2/J DEFGRID3
* xyz 1 5
O -0.628 1.352 -2.701
H 0.036 4.418 -1.257
H 1.907 -1.975 -2.008
C -0.946 -5.597 0.168
H -1.110 -5.234 -2.551
C -1.462 -2.093 -0.115
C 3.365 2.336 -2.508
C -0.644 -0.949 -0.184
C -0.684 0.160 0.713
H 4.086 1.888 -5.256
H -3.750 -3.618 -0.378
C -1.671 -0.483 4.724
C -3.121 -4.359 0.139
C 0.619 1.938 1.460
H -0.980 3.725 0.036
H -3.651 -5.323 0.150
H -0.214 1.406 -3.594
N 0.359 1.034 0.487
H -0.422 1.859 5.492
C -1.493 1.963 5.253
O 3.404 -0.364 -0.002
H 3.791 0.500 0.286
H -2.611 -6.002 -1.952
C -1.170 1.108 2.876
O 0.235 5.286 0.586
H 4.683 3.870 -1.782
H 1.852 3.823 -0.352
H 3.858 -0.513 -0.874
H 3.203 0.347 -5.346
C -0.984 -3.259 -0.706
N 2.530 2.349 -1.458
H -3.785 0.379 3.178
H -1.429 0.777 -2.850
H 4.738 0.449 -4.490
H -2.965 -4.041 1.182
H -2.069 1.794 6.176
Co 1.265 0.778 -1.118
C -0.604 4.659 -0.398
C -2.050 -5.062 -2.010
H 0.155 2.778 3.363
H 4.135 4.132 -3.437
C -0.111 1.997 2.649
O 1.811 -0.468 -3.976
N 2.105 0.496 -2.995
H -1.445 5.308 -0.715
H -4.002 0.949 4.849
C -3.437 1.103 3.922
C 3.084 1.292 -3.428
H 1.445 2.616 1.267
H -3.645 2.112 3.544
C 0.943 -2.020 -1.506
H -2.382 -0.414 1.923
H -0.597 -0.628 4.910
C -1.776 -4.552 -0.591
H -0.025 6.228 0.584
H -2.216 -0.650 5.662
N 0.471 -0.868 -0.982
O 2.731 3.474 -0.643
H -1.995 -1.235 3.992
H -2.409 -2.045 0.452
H -1.689 2.992 4.913
C -1.512 0.246 1.839
C -1.931 0.944 4.193
H 1.187 -1.121 -3.603
C 3.799 0.991 -4.693
H -2.649 -4.327 -2.567
H 0.702 -4.114 -1.819
C 4.427 3.357 -2.712
C 0.257 -3.222 -1.367
H -0.751 -5.262 1.196
H 5.343 2.902 -3.115
H 0.012 -5.783 -0.333
H -1.519 -6.532 0.209
*
```

DFT (ωB97M-V/def2-TZVPD) results for a molecular structure, H14O7 at a distorted geometry.

Kohn-Sham gap (alpha / beta)   11.863 / 5.279 eV
E_tot   -14547.3776 eV
Maximum force   8.85 eV/A
Energy above the lowest of the compared OMol25 structures with the same formula, charge and spin   253.84 kJ/mol

ORCA input file:
```
! RIJCOSX wB97M-V def2-TZVPD def2/J DEFGRID3
* xyz 1 2
H -2.593 0.988 -1.104
H -1.138 -1.126 -0.205
O 1.009 -0.850 1.966
H -0.915 0.168 1.768
H 2.040 -1.210 -1.145
O -0.306 2.089 -0.604
O -2.971 0.210 -0.687
H 1.652 -2.656 -1.292
H 1.376 1.040 -0.877
O -0.256 -1.558 -0.126
H 2.512 1.220 -1.834
O 1.445 -1.880 -0.754
H 0.417 -1.219 -0.767
O 2.321 0.846 -0.969
H 0.628 -1.535 1.343
H -1.181 1.467 2.456
H -0.727 1.945 -1.434
H -3.072 0.553 0.217
O -1.516 0.934 1.723
H -0.671 1.693 0.205
H 1.946 -1.118 2.118
*
```

DFT (ωB97M-V/def2-TZVPD) results for C8H9NO in the gas phase at a distorted geometry.

Kohn-Sham gap (alpha / beta)   7.703 / 7.705 eV
SMILES   CC1=C2[C@@H](O)[C@H]2C=NC=C1
E_tot   -11973.4533 eV
Maximum force   4.14 eV/A
Energy above the lowest of the compared OMol25 structures with the same formula, charge and spin   617.08 kJ/mol

ORCA input file:
```
! RIJCOSX wB97M-V def2-TZVPD def2/J DEFGRID3
* xyz 0 1
C -1.666 -0.051 0.930
C -0.464 -0.855 0.273
H 0.737 -2.405 -0.738
N -0.436 1.885 0.478
H 0.789 -1.957 -2.265
H 1.181 2.738 -0.452
C 0.713 0.834 -1.254
C -0.470 -0.782 1.632
H 1.518 0.937 -2.076
H -0.880 -1.686 2.223
H 0.750 0.707 1.909
O 0.553 -0.225 2.344
C 0.451 1.963 -0.419
H -2.156 1.711 -0.403
C -1.554 1.216 0.294
H 2.180 -1.427 -1.362
C 1.112 -1.630 -1.298
C 0.377 -0.409 -0.784
H -2.735 -0.563 0.969
*
```